# 1
# C3H2N3O

The ion C3H2N3O with charge +1 at a distorted geometry (ωB97M-V with the def2-TZVPD basis set, the OMol25 dataset).

Total charge: +1
LUMO (spin up / spin down) in eV: -9.03 / -9.36
HOMO-LUMO gap (spin up / spin down) in eV: 6.605 / 6.085
HOMO (spin up / spin down) in eV: -15.6340 / -15.4418
Max |F| in eV/Å: 3.584
Molecular weight in u: 96.1

CARTESIAN COORDINATES (ANGSTROEM)
1 C -0.966 0.357 0.152
2 C 0.579 -1.233 -0.246
3 C -2.194 0.057 0.099
4 N -4.511 -0.265 -0.125
5 N 0.238 0.083 -0.072
6 N -3.443 0.088 -0.022
7 O -0.143 -2.093 0.198
8 H -0.656 1.340 0.483
9 H 1.536 -1.245 -0.625

# 2
# C3H2N3O2

A structure of composition C3H2N3O2 at a distorted geometry (ωB97M-V with the def2-TZVPD basis set, the OMol25 dataset).

Total charge: +1
LUMO (spin up / spin down) in eV: -7.41 / -7.41
HOMO-LUMO gap (spin up / spin down) in eV: 8.095 / 8.096
HOMO (spin up / spin down) in eV: -15.5015 / -15.5016
Max |F| in eV/Å: 8.664
Molecular weight in u: 112.1

CARTESIAN COORDINATES (ANGSTROEM)
1 C 1.770 -0.851 -0.373
2 C 0.074 0.873 0.914
3 C -1.241 0.830 1.152
4 N 2.810 -1.313 -0.363
5 N -0.439 -0.424 -1.145
6 N 0.580 -0.366 -0.381
7 O -2.254 1.210 1.473
8 O -1.552 -0.041 -0.934
9 H 0.692 0.979 1.766
10 H -0.439 -0.896 -2.109

# 3
# C3H2N4

A cluster of 2 separate species, C3H2N4 in total at a distorted geometry (ωB97M-V with the def2-TZVPD basis set, the OMol25 dataset).

SMILES: N#CC=C=N.N#N
Total charge: 0
LUMO in eV: 0.48
HOMO-LUMO gap in eV: 10.342
HOMO in eV: -9.8623
Max |F| in eV/Å: 1.785
Molecular weight in u: 94.1

CARTESIAN COORDINATES (ANGSTROEM)
1 N -1.507 -2.112 1.027
2 C -0.765 -1.560 0.331
3 C 0.163 -0.981 -0.566
4 C 0.353 0.291 -0.854
5 N 0.673 1.427 -1.155
6 H 0.819 -1.666 -1.098
7 H 0.201 1.823 -1.967
8 N -0.270 1.821 1.983
9 N 0.335 0.956 2.297

The following relative energy (zero: lowest compared OMol25 entry of this formula, charge and spin) values (in kcal/mol) correspond, in order, to the records above: 139.8, 128.3, 1.4.